(1)
{
  "formula": "C20H20BrClF2N2O",
  "method": "wB97M-V/def2-TZVPD",
  "species": ["Br", "Cl", "F", "F", "O", "N", "N", "C", "C", "C", "C", "C", "C", "C", "C", "C", "C", "C", "C", "C", "C", "C", "C", "C", "C", "C", "C", "H", "H", "H", "H", "H", "H", "H", "H", "H", "H", "H", "H", "H", "H", "H", "H", "H", "H", "H", "H"],
  "positions_angstrom": [[3.440, -4.764, 6.090], [0.270, -5.137, 5.323], [-3.629, 3.484, 1.064], [0.335, 0.715, 1.715], [-0.343, -2.700, 0.830], [1.472, -1.492, 0.206], [-0.772, 0.007, -2.391], [-2.366, 1.824, -1.893], [-0.191, -0.144, -1.058], [0.776, -2.301, 1.091], [2.857, -2.702, 2.562], [1.269, 0.917, 0.688], [0.526, 1.132, -0.612], [-2.627, 4.405, -0.853], [0.733, -3.640, 3.145], [1.287, -4.209, 4.279], [3.415, -3.270, 3.693], [-2.180, 0.414, -2.394], [0.824, -1.282, -1.084], [2.635, -4.020, 4.560], [-2.061, 4.194, -2.104], [-1.312, 2.737, -4.007], [-3.067, 3.307, -0.150], [2.179, -0.301, 0.673], [-1.923, 2.922, -2.644], [1.510, -2.894, 2.269], [-2.947, 2.025, -0.648], [-2.734, 5.396, -0.433], [-0.317, -3.775, 2.929], [3.033, -0.108, 0.017], [-3.292, 1.189, -0.052], [1.246, 1.413, -1.388], [-0.959, -0.406, -0.319], [-2.797, -0.258, -1.781], [1.851, 1.801, 0.960], [-0.700, -0.873, -2.888], [3.505, -2.172, 1.881], [1.609, -1.045, -1.812], [-0.435, 2.092, -3.958], [-1.719, 5.048, -2.677], [2.543, -0.445, 1.684], [-2.019, 2.267, -4.695], [-0.168, 1.963, -0.494], [-1.023, 3.697, -4.432], [0.342, -2.213, -1.377], [-2.539, 0.338, -3.423], [4.466, -3.139, 3.909]],
  "total_charge": 0,
  "gap_ev": 9.15,
  "de_lowest_ev": 0.200,
  "e_tot_ev": -114093.12034,
  "smiles": "Cc1ccc(F)cc1CN[C@@H]1C[C@@H](F)CN(C(=O)c2ccc(Br)c(Cl)c2)C1"
}

(2)
{
  "formula": "C15H20AuN3O15P2",
  "method": "wB97M-V/def2-TZVPD",
  "species": ["Au", "P", "P", "O", "O", "O", "O", "O", "O", "O", "O", "O", "O", "O", "O", "O", "O", "O", "N", "N", "N", "C", "C", "C", "C", "C", "C", "C", "C", "C", "C", "C", "C", "C", "C", "C", "H", "H", "H", "H", "H", "H", "H", "H", "H", "H", "H", "H", "H", "H", "H", "H", "H", "H", "H", "H"],
  "positions_angstrom": [[-1.356, -1.012, 0.201], [-3.885, 0.667, -0.769], [-3.060, 0.707, 2.174], [0.055, -2.023, 1.502], [-4.374, 0.772, 3.045], [0.865, -4.630, 1.473], [-2.019, 1.472, 3.055], [-2.120, 2.393, 0.315], [2.044, 1.420, 0.435], [0.064, 0.899, 1.350], [0.160, -1.181, -1.439], [-2.759, -0.330, -1.118], [-5.055, -0.146, 0.000], [5.696, -0.200, 3.234], [-2.707, -0.736, 1.896], [-4.414, 1.450, -1.894], [1.501, -4.842, 3.529], [5.744, -2.289, 3.774], [5.215, -1.307, 3.299], [-0.533, 0.441, -2.878], [1.392, -4.237, 2.486], [1.380, 1.922, -2.773], [0.019, 1.599, -2.156], [2.292, 0.698, -2.994], [-4.347, 2.797, 0.906], [-3.313, 1.704, 0.651], [1.874, -0.279, -4.122], [3.241, -2.742, 2.934], [0.047, -0.740, -2.597], [1.237, -1.809, 1.831], [1.294, 0.727, 1.102], [1.926, -0.530, 1.693], [3.838, -1.477, 2.780], [1.991, -2.896, 2.442], [0.834, -1.356, -3.715], [3.223, -0.411, 2.166], [-4.030, 3.422, 1.741], [-1.319, 1.856, 0.446], [1.230, 2.421, -3.737], [1.308, -2.263, -3.343], [0.127, 1.327, -1.108], [2.759, -0.791, -4.501], [-5.844, -0.198, -0.551], [-4.848, -0.069, 3.036], [0.187, -1.626, -4.552], [1.889, 2.637, -2.125], [2.408, 0.155, -2.051], [3.772, -3.556, 3.406], [-4.409, 3.404, 0.005], [3.738, 0.531, 2.048], [-5.328, 2.378, 1.120], [-1.126, 1.456, 2.636], [-0.595, 0.614, -3.872], [3.288, 1.073, -3.239], [-0.684, 2.427, -2.217], [1.484, 0.306, -4.960]],
  "total_charge": 0,
  "gap_ev": [8.08, 5.69],
  "de_lowest_ev": 0.641,
  "e_tot_ev": -73330.05917,
  "multiplicity": 3
}

(3)
{
  "formula": "C5H13NS",
  "method": "wB97M-V/def2-TZVPD",
  "species": ["S", "N", "C", "C", "C", "C", "C", "H", "H", "H", "H", "H", "H", "H", "H", "H", "H", "H", "H", "H"],
  "positions_angstrom": [[0.286, 2.558, -2.134], [0.426, -0.319, 1.967], [1.482, -1.274, 1.741], [-0.463, 0.822, -2.295], [-0.882, -0.587, 1.316], [-0.170, 0.095, -0.987], [-1.188, 0.354, 0.134], [2.390, -1.095, 2.340], [1.843, -1.373, 0.721], [-0.002, 0.334, -3.148], [-1.074, -1.636, 1.090], [-1.508, 1.071, -2.472], [1.246, -2.273, 2.132], [-1.252, 1.391, 0.442], [-1.602, -0.268, 2.074], [-0.336, -0.966, -1.251], [0.856, 0.281, -0.699], [0.703, 0.615, 1.745], [-2.218, -0.020, 0.041], [1.463, 2.288, -2.758]],
  "total_charge": 0,
  "gap_ev": 9.35,
  "de_lowest_ev": 1.129,
  "e_tot_ev": -17720.12136,
  "smiles": "CNCCCCS"
}

(4)
{
  "formula": "C4H4",
  "method": "wB97M-V/def2-TZVPD",
  "species": ["C", "C", "C", "C", "H", "H", "H", "H"],
  "positions_angstrom": [[1.482, 0.360, -1.461], [-1.435, -0.375, 1.417], [0.440, 0.080, -0.443], [-0.525, -0.186, 0.505], [1.668, 1.382, -1.720], [-1.707, -1.365, 1.757], [2.011, -0.463, -1.892], [-1.969, 0.457, 1.854]],
  "total_charge": 0,
  "gap_ev": 9.01,
  "de_lowest_ev": 1.443,
  "e_tot_ev": -4208.71553,
  "smiles": "C=C=C=C"
}

- Number 4 is which compound?
  C4H4